# 1
This record from the OMol25 dataset describes a structure of composition C25H64CrO11 in a non-equilibrium geometry. The level of theory is the ωB97M-V functional and the def2-TZVPD basis.

2S+1	4
charge	+1
lowest unoccupied orbital energy (alpha / beta)	-6.08 / -5.44	eV
⟨S²⟩	4.14

Cartesian coordinates (Å):
C -3.6870 -3.1952 1.9203
O 0.1984 -1.9847 1.8548
H -1.4489 5.4417 -0.4950
O -1.4608 0.7466 -0.1894
H -0.2640 7.3618 1.2805
H -3.3619 3.2958 -1.8451
O -2.8206 -1.5135 -1.0648
C 2.8709 -0.3750 -2.9491
H -0.1236 4.9417 2.1913
C 0.6952 -2.8433 0.8372
C -4.1670 2.6118 -1.5767
H 1.3131 6.8422 1.4996
C -3.4246 -1.7239 2.3800
H -3.0571 1.6680 -0.2678
C -4.2114 1.4058 -2.4965
C 0.4324 6.6153 0.8987
O -2.4199 -1.1853 1.5661
H 2.6559 -2.9669 1.8405
H -3.5877 -1.1624 -2.9130
H 1.5817 -0.4576 -1.5039
O 3.5896 -0.8706 0.6555
H 5.7059 -2.9165 -0.8745
C 3.0746 2.0008 1.8296
H 3.3337 -2.1652 -3.9766
H -5.6706 3.9394 -2.4874
H -2.7449 -3.7247 2.0629
H 1.4100 -4.2505 2.1484
Cr -0.4986 0.0120 1.5649
H -2.1997 5.7597 1.1024
H -4.9444 -0.9327 1.0302
H -2.6858 -1.4269 0.6758
H -3.4559 -4.0286 -1.8320
C 3.3638 0.9651 -2.5626
H -1.2581 -0.9447 -3.3073
C 2.1277 1.3280 2.8788
H 0.4494 3.4788 0.6346
H 4.5124 -3.5151 0.3127
H 2.0303 -0.2077 -3.6225
H 5.0605 -0.5080 -0.4879
H 4.3139 0.9161 -2.0307
H -4.4402 -3.8362 2.3784
H 3.9846 -2.7264 -1.0601
H -1.2368 -3.2751 -0.0750
C 5.8171 -1.2354 1.4568
H 4.3549 -0.9613 -4.5962
O 0.3529 0.2085 -0.3226
H 4.6988 -1.5575 -3.0153
H -0.8444 -2.3620 -2.2290
H -5.5356 4.2062 -0.7889
H -6.3362 2.7206 -1.3917
H 3.4785 1.4888 -3.5117
O 1.6322 0.1921 2.2169
H -4.8034 -3.0593 -2.3551
H 1.0259 -2.2506 -0.0157
H 2.4719 0.1251 4.7720
H 0.6943 6.8537 -0.1322
H -3.2241 0.9771 -2.6690
H -1.8365 4.0865 0.5566
O -3.9247 2.0774 -0.3021
H 3.9381 0.4246 3.8044
C 3.8743 -1.2704 -3.6679
H -3.7725 -3.6348 -3.5391
C -1.5086 5.1259 0.5466
O 0.7885 4.3545 0.4352
H -2.4535 -0.6273 -1.0271
H -0.6750 -4.3981 1.2561
H -4.9082 0.6574 -2.1191
H 6.8686 -1.1728 1.1767
H 0.0270 -4.4707 -0.3166
H 2.6723 2.0646 0.8185
C -1.5368 -1.9383 -2.9563
H 3.2506 3.0161 2.1851
H 3.2194 1.7036 4.6444
C -2.9455 -1.8777 -2.3991
H -4.5590 0.1720 2.2791
C 4.7921 -2.6799 -0.3294
H 2.4340 -0.2362 1.9083
H -3.9260 -3.2524 0.8584
H -3.2338 -1.8013 3.4504
H 1.2792 1.9228 3.2169
H 5.6461 -0.3419 2.0572
H 2.4029 -4.2370 0.7060
H -1.5152 -2.6117 -3.8131
C -0.3960 -3.7739 0.4071
H 3.0145 -0.7161 -0.0975
H 2.6177 1.5327 -2.0064
C -0.0457 5.2045 1.1363
C 1.8753 -3.5954 1.4118
H 5.6759 -2.0786 2.1330
C -5.5131 3.4191 -1.5426
O -0.1988 1.8163 0.6459
C -0.3479 1.2154 -0.4411
C 4.8784 -1.2655 0.2744
C -4.6685 -0.8948 2.0840
H -5.6087 -1.1876 2.5514
C 2.9560 0.8111 4.0768
O 2.3130 -0.9939 -1.8189
C -3.7415 -3.2369 -2.5248
H 4.0391 1.5052 1.7192
H -4.6583 1.7737 -3.4201
H 0.0934 -2.5303 2.6377

# 2
This record from the OMol25 dataset describes a cluster of 12 separate species, C25H64F6N4O28S7 in total in a non-equilibrium geometry. The level of theory is the ωB97M-V functional and the def2-TZVPD basis.

2S+1	1
charge	-2
lowest unoccupied orbital energy	2.12	eV

Cartesian coordinates (Å):
N -1.6652 10.6099 -3.0300
H 1.2415 -8.2601 -5.5961
H 6.5274 -4.0145 7.5964
H 2.6911 2.4641 5.6602
O 7.1493 -4.9119 4.6838
H 3.8733 1.1462 5.2133
O 9.2858 -3.9290 5.4951
O 0.8767 0.0587 0.5481
H -11.0734 -0.0384 1.6361
F 0.8943 -2.1091 -1.5960
H -1.3319 10.6454 -1.0668
S 2.6401 4.5779 -8.5592
H -4.7273 -0.8704 -1.3536
H -7.1165 9.3777 3.5448
O -4.6937 -0.0713 4.4156
O 1.5334 5.1404 -9.3606
H -7.9422 10.8856 6.5292
F -2.4409 4.2029 -0.6795
O 3.1487 -0.1815 7.3720
H -8.8134 10.6367 4.9703
H -5.7796 9.6709 4.7427
H 3.2596 4.5257 -6.2444
H 3.3690 -0.1807 -7.9332
C 5.7475 -4.9876 4.5937
H -5.4400 -1.1981 5.9751
H 7.7853 2.4958 0.3701
O -11.8018 1.5683 4.0619
H -0.0518 -8.5786 -3.5986
H 0.0325 11.3220 -1.9383
S -1.1372 1.8858 -0.2138
O 2.2041 2.9760 -8.6636
H -5.6684 -2.2602 -3.4894
N -1.7290 0.5196 0.0231
H 1.6400 -9.0060 -3.1498
O 4.0354 4.7845 -8.9576
F -3.3026 2.5565 -1.8086
O -0.4105 2.0835 -1.4514
H 0.3415 -9.7210 -5.8110
H 6.8511 -2.7478 -3.5183
C -0.6600 10.4808 -1.9092
N 2.4590 0.5613 6.7158
C -10.4213 -0.1410 2.5035
C 1.1313 -9.2727 -5.2081
O -7.0652 8.2905 6.7163
H 5.4581 -4.2213 2.6125
H 5.2575 -5.7991 5.1317
H 4.3183 -5.4492 3.1289
F -3.6722 2.6690 0.3832
C -5.7465 -1.2712 -3.0378
H 3.9599 2.0804 -9.3364
C 7.6107 -3.4981 -3.7379
O 0.4585 -10.5984 -3.3524
H -13.3908 2.7744 3.3672
H -2.3556 -12.7931 -2.4472
H 5.9988 -5.9026 2.5969
H -3.9005 -1.7794 5.2828
C 7.4371 -4.5522 7.3290
O 1.2213 0.5302 6.5984
O -2.0663 -10.1511 -3.7605
H -9.3879 9.9808 6.3330
H -5.5142 -1.9943 4.4815
H 3.8326 2.3729 -7.5748
C -1.3556 -12.3629 -2.3912
H 6.9337 3.3458 1.6421
O -2.3960 11.5645 -2.9975
S -11.6122 -0.0563 3.8956
O -0.7483 -11.9475 -5.0506
O -0.6489 -1.7475 1.0003
N 5.9177 3.1361 -0.3579
H 7.4451 -4.0513 -4.6623
O 10.3393 -3.5748 -3.8386
C -0.0296 -1.2672 -1.6374
H 2.1374 5.8167 -6.6123
H 4.0616 1.9783 6.7156
H -11.9374 3.6272 1.3145
H 11.4692 -2.1638 -1.0209
O -5.5437 -1.2787 -1.6510
C -12.4718 2.3112 3.0080
H 10.4842 -1.0294 -0.0994
C 3.3080 1.6349 6.0069
C 9.3888 -2.6285 -1.0732
H 2.3993 0.5084 -9.4026
H 8.5547 -2.4992 -0.3835
C 2.7654 0.6088 -8.3809
H 10.9199 -2.7372 0.4422
C -8.4186 10.1615 5.8683
C -11.5547 3.3239 2.2891
O -11.0154 -0.6175 5.1171
H -6.4257 8.0526 4.1055
H -12.8682 1.6140 2.2698
C 5.3746 -5.1806 3.1232
H 7.6393 -4.2557 -2.9547
H -1.1525 -11.8616 -1.4449
H 5.2754 -4.0699 4.9445
S 7.8669 -3.8176 5.6685
O 7.2708 -2.5218 5.4391
O 5.7797 2.4907 -1.3544
C 2.3286 4.7543 -6.7631
O -1.6693 9.8721 -4.0143
H -9.5714 0.5121 2.7016
H 1.8577 0.5071 -7.7860
O 5.3582 4.2034 -0.1908
F -1.1563 -1.8642 -2.0951
H 8.2898 -4.3228 7.9680
H -4.8730 -0.7589 -3.4411
H -11.5521 4.2687 2.8326
O -0.6379 2.5310 0.9959
H -0.5661 -13.1036 -2.5188
C 10.6014 -2.0796 -0.3667
O 9.2044 -1.8429 -2.2984
C 3.2985 2.0551 -8.4703
H -0.1377 9.5246 -1.8800
F 0.2749 -0.2365 -2.3594
C -6.6384 9.0574 4.4705
O -12.8762 -0.6157 3.3925
C 6.8042 2.6383 0.8231
H -6.5666 -0.6414 -3.3827
H -10.5204 3.0000 2.1728
S -1.0492 -11.2028 -3.8462
H 2.0739 -9.7504 -5.4753
H 7.2643 -5.6200 7.1942
C -7.6532 8.8919 5.5891
S -0.3552 -0.5780 0.1710
H -4.1357 -0.1905 3.6436
C -2.7938 2.8919 -0.6105
S 9.2501 -2.6239 -3.7892
H 9.5635 -3.6775 -1.3125
H 6.4796 1.6519 1.1545
H -10.1025 -1.1780 2.6086
O 9.1125 -1.6106 -4.8211
H 1.4871 4.0782 -6.6115
C 0.7614 -9.2928 -3.7278
H -8.4038 8.1925 5.2210
C -4.8681 -1.3312 5.0568

| no. | calculated total energy (eV) |
| --- | --- |
| 1 | -77893.737 |
| 2 | -182387.699 |